Entry 1:
The following is a DFT calculation (ωB97M-V/def2-TZVPD) of one molecule with the formula C17H28N4OS.

2S+1 = 1
LUMO energy = 0.023 hartree
SMILES = CSc1ncc(CN2CCN(C3CCCC3)[C@H](CCO)C2)cn1
energy = -36926.4692 eV
F_max = 0.6 eV Å⁻¹
HOMO = -8.3 eV
Kohn-Sham gap = 8.96 eV

Last column: natural (NBO) charge in e.
Cartesian coordinates (Å):
C1 6.71693 0.59254 -1.31687  -0.73
S1 5.93115 -0.79580 -0.44702  0.28
C2 4.42497 -0.05415 0.00708  0.24
N1 3.58035 -0.82165 0.68829  -0.46
C3 2.43763 -0.27520 1.04362  0.10
C4 2.10217 1.04365 0.72825  -0.15
C5 0.79483 1.64478 1.14559  -0.22
N2 -0.29563 0.71348 0.92568  -0.45
C6 -1.53151 1.15478 1.54026  -0.23
C7 -2.60272 0.06644 1.38736  -0.23
N3 -2.79402 -0.41618 0.03156  -0.49
C8 -3.86573 0.16420 -0.75318  -0.02
C9 -3.97903 1.69961 -0.83768  -0.43
C10 -5.43774 1.91513 -1.21997  -0.40
C11 -6.17398 0.92902 -0.31353  -0.41
C12 -5.25778 -0.30083 -0.25162  -0.41
C13 -1.53297 -0.68333 -0.64720  -0.02
C14 -0.91347 -1.99901 -0.14801  -0.44
C15 -1.83201 -3.19889 -0.39271  -0.05
O1 -2.98365 -3.18482 0.40853  -0.74
C16 -0.52998 0.46792 -0.48389  -0.25
C17 3.06206 1.74066 0.00622  0.09
N4 4.21652 1.20601 -0.35215  -0.49
H1 6.83057 1.42398 -0.62966  0.23
H2 7.68385 0.23676 -1.65575  0.23
H3 6.09582 0.88271 -2.15733  0.23
H4 1.75270 -0.90683 1.59207  0.21
H5 0.64088 2.60324 0.61362  0.17
H6 0.83336 1.86192 2.21933  0.21
H7 -1.35484 1.32326 2.60609  0.21
H8 -1.87274 2.10761 1.09532  0.16
H9 -3.55258 0.44172 1.77010  0.21
H10 -2.30293 -0.78512 2.00719  0.21
H11 -3.73283 -0.21192 -1.77351  0.20
H12 -3.28262 2.12652 -1.55915  0.21
H13 -3.79638 2.14987 0.13772  0.20
H14 -5.76444 2.94373 -1.07124  0.21
H15 -5.59171 1.65160 -2.26769  0.20
H16 -7.16607 0.68482 -0.68962  0.21
H17 -6.28942 1.36578 0.67985  0.20
H18 -5.19252 -0.69710 0.76052  0.21
H19 -5.63312 -1.10053 -0.88867  0.21
H20 -1.74527 -0.79796 -1.71689  0.20
H21 0.02697 -2.16253 -0.67575  0.21
H22 -0.69546 -1.91956 0.91571  0.22
H23 -2.11106 -3.22941 -1.45903  0.14
H24 -1.30490 -4.12654 -0.15281  0.18
H25 -3.34987 -2.28742 0.34054  0.49
H26 0.41421 0.19470 -0.95998  0.21
H27 -0.91868 1.37447 -0.98644  0.17
H28 2.90979 2.76892 -0.30127  0.19

=====

Entry 2:
The following is a DFT calculation (ωB97M-V/def2-TZVPD) of a 2-piece molecular cluster, C17H28N5O2 overall.

2S+1 = 1
LUMO energy = -0.108 hartree
energy = -29620.1145 eV
F_max = 3.4 eV Å⁻¹
net charge = +1
HOMO = -11.6 eV
Kohn-Sham gap = 8.67 eV

Last column: natural (NBO) charge in e.
Cartesian coordinates (Å):
C1 1.40722 3.73978 0.74750  -0.62
C2 1.41275 2.65687 1.81724  -0.05
O1 2.20972 1.56201 1.39995  -0.53
C3 1.57418 0.31418 1.31805  -0.08
C4 1.51758 -0.19475 -0.12239  -0.11
O2 2.05037 -1.49955 -0.26183  -0.50
C5 3.37215 -1.59134 -0.68418  0.03
C6 4.26255 -0.55766 -0.15001  0.22
N1 4.96817 0.25586 0.28917  -0.25
C7 3.52050 -1.67173 -2.20471  -0.34
C8 2.75824 -0.64394 -2.88637  0.29
N2 2.03241 0.14414 -3.36081  -0.31
C9 3.18866 -3.09203 -2.73592  -0.45
C10 2.30763 -3.09000 -3.94052  0.32
C11 2.98661 -2.87587 -5.26654  -0.69
N3 1.06420 -3.24659 -3.80894  -0.60
H1 1.31868 3.27793 -0.22252  0.21
H2 0.52271 4.34897 0.88835  0.20
H3 2.26918 4.37991 0.81230  0.22
H4 1.86178 3.05392 2.71810  0.18
H5 0.38206 2.36969 1.99875  0.14
H6 2.18254 -0.40284 1.86185  0.19
H7 0.59359 0.30434 1.78179  0.15
H8 0.47385 -0.28357 -0.39655  0.18
H9 1.93163 0.53043 -0.80392  0.22
H10 3.75028 -2.52814 -0.30204  0.24
H11 4.56048 -1.48938 -2.43502  0.27
H12 4.10492 -3.60132 -2.98890  0.23
H13 2.71321 -3.65552 -1.94832  0.24
H14 2.28685 -2.40313 -5.93895  0.23
H15 3.28122 -3.82227 -5.69794  0.24
H16 3.87273 -2.26576 -5.17825  0.22
H17 0.62099 -3.20145 -4.72154  0.33
C12 -3.07606 -1.88180 1.49943  -0.63
C13 -3.92862 -0.76466 0.93234  -0.21
N4 -3.94210 0.43700 1.78966  -0.27
C14 -2.96482 0.84497 2.66499  -0.05
C15 -3.38393 2.01117 3.21324  -0.03
N5 -4.60665 2.29941 2.65640  -0.28
C16 -4.92008 1.33581 1.79720  0.25
C17 -5.43668 3.47334 2.94401  -0.41
H18 -3.38328 -2.13908 2.51337  0.23
H19 -3.17818 -2.76515 0.87494  0.26
H20 -2.01958 -1.61323 1.51788  0.22
H21 -4.96019 -1.09617 0.82949  0.22
H22 -3.57225 -0.46863 -0.05399  0.23
H23 -2.07452 0.25998 2.80221  0.26
H24 -2.94611 2.67182 3.93970  0.26
H25 -5.81426 1.29432 1.19978  0.25
H26 -6.40902 3.14997 3.30551  0.24
H27 -5.55565 4.06386 2.03947  0.24
H28 -4.95123 4.07373 3.70512  0.24

=====

Entry 3:
The following is a DFT calculation (ωB97M-V/def2-TZVPD) of C17H28OP2Tm as an isolated structure.

2S+1 = 3
LUMO energy (spin up / spin down) = -0.166 / -0.164 hartree
energy = -68227.7132 eV
F_max = 7.2 eV Å⁻¹
net charge = +1
HOMO (spin up / spin down) = -10.1 / -10.2 eV
Kohn-Sham gap (spin up / spin down) = 5.62 / 5.69 eV

Last column: natural (NBO) charge in e.
Cartesian coordinates (Å):
Tm1 -0.25108 -0.71837 -1.35958  1.45
H1 -1.49545 -1.69556 -0.06973  0.03
H2 -1.93590 -0.97185 -0.19167  0.01
P1 -0.62154 -3.45656 -1.58130  0.78
P2 -0.67687 1.91123 -1.59191  0.79
C1 0.86462 2.82992 -1.27362  -0.93
H3 0.76565 3.87027 -1.60634  0.25
H4 1.11013 2.79256 -0.20463  0.28
H5 1.68368 2.34681 -1.82823  0.25
C2 -0.96292 2.13641 -3.38434  -0.94
H6 -1.90583 1.64242 -3.66615  0.24
H7 -1.01037 3.21071 -3.61598  0.25
H8 -0.14042 1.66010 -3.93882  0.26
C3 -2.02655 2.74726 -0.71954  -0.94
H9 -1.87516 2.64646 0.36270  0.28
H10 -2.07039 3.80897 -0.99778  0.25
H11 -2.97187 2.25065 -0.98302  0.24
C4 -0.75116 -3.77611 -3.38769  -0.92
H12 -0.82612 -4.85726 -3.58633  0.25
H13 -1.64602 -3.25832 -3.77093  0.25
H14 0.13530 -3.35034 -3.88109  0.27
C5 0.84202 -4.41268 -1.04161  -0.93
H15 0.95197 -4.31619 0.04740  0.25
H16 0.74888 -5.47269 -1.31771  0.26
H17 1.73791 -3.98290 -1.51084  0.26
C6 -2.08144 -4.29614 -0.86516  -0.93
H18 -2.99077 -3.78707 -1.21736  0.25
H19 -2.12950 -5.35819 -1.14896  0.26
H20 -2.04850 -4.21347 0.23065  0.25
C7 1.63618 -1.27127 -0.23520  0.42
O1 2.53220 -1.58694 0.45158  -0.38
H21 0.51667 -0.78285 -3.05298  -0.57
C8 3.18517 2.45243 3.64670  -0.21
C9 3.37096 2.02735 2.32301  -0.21
C10 2.30828 1.48518 1.58686  -0.20
C11 1.03348 1.30559 2.16835  -0.17
C12 -0.06161 0.73939 1.44581  -0.28
C13 -1.29288 0.65871 2.04951  -0.33
C14 -1.46940 1.10078 3.40606  -0.22
C15 -0.43963 1.65448 4.11861  -0.21
C16 0.84908 1.76972 3.55152  0.04
C17 1.94813 2.35015 4.25615  -0.21
H22 4.03391 2.88313 4.19997  0.23
H23 4.34209 2.11406 1.85084  0.22
H24 2.44515 1.18970 0.53993  0.19
H25 -2.13885 0.24718 1.49438  0.18
H26 -2.44568 1.00615 3.88389  0.22
H27 -0.58410 2.02118 5.13285  0.22
H28 1.80852 2.70577 5.28175  0.22

=====

Entry 4:
The following is a DFT calculation (ωB97M-V/def2-TZVPD) of C17H29BF2I2N4O4Ti as an isolated structure.

2S+1 = 2
LUMO energy (spin up / spin down) = -0.126 / -0.125 hartree
energy = -77673.7469 eV
F_max = 1.7 eV Å⁻¹
net charge = +1
HOMO (spin up / spin down) = -9.6 / -11.6 eV
Kohn-Sham gap (spin up / spin down) = 6.20 / 8.23 eV

Last column: natural (NBO) charge in e.
Cartesian coordinates (Å):
Ti1 -0.25214 1.18128 -0.96883  1.47
C1 -0.67737 0.23378 2.11492  -0.24
C2 -2.05069 0.28860 1.47217  -0.23
N1 -2.09505 1.33333 0.42913  -0.63
C3 -2.25456 2.70480 0.95704  -0.24
C4 -0.90737 3.33501 1.31181  -0.24
N2 0.19342 2.89234 0.41200  -0.68
C5 1.45596 2.60892 1.14281  -0.23
C6 1.55914 1.11121 1.54396  -0.24
N3 0.37392 0.35469 1.08595  -0.66
H1 -0.56502 1.05279 2.82374  0.20
H2 -0.56458 -0.69714 2.67397  0.23
H3 -2.28277 -0.66382 0.99975  0.22
H4 -2.80880 0.47852 2.23746  0.21
H5 -2.89651 1.13923 -0.16413  0.42
H6 -2.75407 3.30103 0.19710  0.24
H7 -2.89478 2.70791 1.84366  0.21
H8 -1.00524 4.41993 1.26873  0.23
H9 -0.62796 3.08314 2.33289  0.20
H10 0.37802 3.64983 -0.24376  0.43
H11 2.28748 2.86221 0.48960  0.24
H12 1.52023 3.24955 2.02312  0.21
H13 2.44115 0.67620 1.08272  0.24
H14 1.67643 1.01477 2.62435  0.21
H15 0.66129 -0.58317 0.80911  0.42
I1 2.09427 4.34783 -2.71880  0.13
C7 1.66827 3.84494 -4.74386  -0.71
I2 -0.38673 3.74211 -5.22084  0.19
H16 2.12029 2.87944 -4.93155  0.24
H17 2.11483 4.62291 -5.34864  0.24
O1 2.66195 0.81624 -3.15806  -0.28
N4 1.70635 0.99722 -2.48587  0.73
O2 0.51855 1.10743 -2.92253  -0.47
O3 1.76035 1.09011 -1.19193  -0.56
F1 -1.55833 3.88913 -1.83749  -0.53
B1 -1.67258 2.55459 -1.93734  0.84
F2 -2.88388 2.15669 -2.34128  -0.52
C8 1.99113 -4.90475 2.35938  -0.64
C9 1.13653 -4.08249 1.43680  0.03
C10 -0.24903 -4.08318 1.54745  -0.22
C11 -1.05933 -3.34663 0.69589  0.01
C12 -2.55327 -3.44587 0.89829  -0.65
C13 -0.45961 -2.54302 -0.30314  -0.13
C14 -1.29987 -1.66215 -1.09256  0.18
O4 -0.94613 -0.42838 -1.35964  -0.69
C15 0.94057 -2.59412 -0.47664  0.00
C16 1.63949 -1.97095 -1.65973  -0.65
C17 1.70538 -3.34419 0.40499  -0.23
H18 1.48571 -5.09453 3.30495  0.22
H19 2.94128 -4.41172 2.56162  0.22
H20 2.21504 -5.87160 1.90402  0.24
H21 -0.71677 -4.68070 2.32289  0.22
H22 -2.90875 -4.42150 0.56190  0.24
H23 -3.12187 -2.69510 0.35620  0.21
H24 -2.80329 -3.36187 1.95646  0.23
H25 -2.28387 -1.96107 -1.43065  0.19
H26 0.94735 -1.52502 -2.37089  0.22
H27 2.19358 -2.74559 -2.19104  0.24
H28 2.37242 -1.22688 -1.34430  0.23
H29 2.77983 -3.38225 0.25667  0.22

=====

Number 4 is which compound?
C17H29BF2I2N4O4Ti

=====

Which of these has the highest energy?
C17H28N5O2

=====

Which formula does entry 3 have?
C17H28OP2Tm

=====

What did the third record say?
The following is a DFT calculation (ωB97M-V/def2-TZVPD) of C17H28OP2Tm as an isolated structure.

2S+1 = 3
LUMO energy (spin up / spin down) = -0.166 / -0.164 hartree
energy = -68227.7132 eV
F_max = 7.2 eV Å⁻¹
net charge = +1
HOMO (spin up / spin down) = -10.1 / -10.2 eV
Kohn-Sham gap (spin up / spin down) = 5.62 / 5.69 eV

Last column: natural (NBO) charge in e.
Cartesian coordinates (Å):
Tm1 -0.25108 -0.71837 -1.35958  1.45
H1 -1.49545 -1.69556 -0.06973  0.03
H2 -1.93590 -0.97185 -0.19167  0.01
P1 -0.62154 -3.45656 -1.58130  0.78
P2 -0.67687 1.91123 -1.59191  0.79
C1 0.86462 2.82992 -1.27362  -0.93
H3 0.76565 3.87027 -1.60634  0.25
H4 1.11013 2.79256 -0.20463  0.28
H5 1.68368 2.34681 -1.82823  0.25
C2 -0.96292 2.13641 -3.38434  -0.94
H6 -1.90583 1.64242 -3.66615  0.24
H7 -1.01037 3.21071 -3.61598  0.25
H8 -0.14042 1.66010 -3.93882  0.26
C3 -2.02655 2.74726 -0.71954  -0.94
H9 -1.87516 2.64646 0.36270  0.28
H10 -2.07039 3.80897 -0.99778  0.25
H11 -2.97187 2.25065 -0.98302  0.24
C4 -0.75116 -3.77611 -3.38769  -0.92
H12 -0.82612 -4.85726 -3.58633  0.25
H13 -1.64602 -3.25832 -3.77093  0.25
H14 0.13530 -3.35034 -3.88109  0.27
C5 0.84202 -4.41268 -1.04161  -0.93
H15 0.95197 -4.31619 0.04740  0.25
H16 0.74888 -5.47269 -1.31771  0.26
H17 1.73791 -3.98290 -1.51084  0.26
C6 -2.08144 -4.29614 -0.86516  -0.93
H18 -2.99077 -3.78707 -1.21736  0.25
H19 -2.12950 -5.35819 -1.14896  0.26
H20 -2.04850 -4.21347 0.23065  0.25
C7 1.63618 -1.27127 -0.23520  0.42
O1 2.53220 -1.58694 0.45158  -0.38
H21 0.51667 -0.78285 -3.05298  -0.57
C8 3.18517 2.45243 3.64670  -0.21
C9 3.37096 2.02735 2.32301  -0.21
C10 2.30828 1.48518 1.58686  -0.20
C11 1.03348 1.30559 2.16835  -0.17
C12 -0.06161 0.73939 1.44581  -0.28
C13 -1.29288 0.65871 2.04951  -0.33
C14 -1.46940 1.10078 3.40606  -0.22
C15 -0.43963 1.65448 4.11861  -0.21
C16 0.84908 1.76972 3.55152  0.04
C17 1.94813 2.35015 4.25615  -0.21
H22 4.03391 2.88313 4.19997  0.23
H23 4.34209 2.11406 1.85084  0.22
H24 2.44515 1.18970 0.53993  0.19
H25 -2.13885 0.24718 1.49438  0.18
H26 -2.44568 1.00615 3.88389  0.22
H27 -0.58410 2.02118 5.13285  0.22
H28 1.80852 2.70577 5.28175  0.22